{
  "formula": "C24H30N5SbSe6Tc",
  "method": "ωB97M-V/def2-TZVPD",
  "homo_lumo_gap_ev": [5.965, 5.348],
  "total_energy_ev": -433637.274,
  "s_squared": 3.79,
  "spin_multiplicity": 4,
  "e_lumo_ev": [-1.00, -1.59],
  "charge": 0,
  "symbols": ["Tc", "Se", "Sb", "Se", "Se", "Se", "C", "C", "C", "C", "C", "C", "C", "C", "C", "C", "C", "C", "C", "C", "C", "N", "H", "H", "H", "H", "H", "H", "H", "H", "H", "H", "C", "Se", "C", "C", "Se", "C", "H", "H", "H", "H", "H", "H", "H", "H", "H", "H", "C", "C", "C", "C", "N", "C", "N", "N", "N", "H", "H", "H", "H", "H", "H", "H", "H", "H", "H"],
  "xyz": [[0.1635, 0.1032, 2.1695], [0.6570, 4.2841, 5.2840], [1.2436, 3.4251, 3.1358], [-0.5421, 2.2255, 1.9043], [1.9716, 0.8511, 3.3341], [2.9260, 4.6017, 1.9266], [-2.9953, 0.2385, 5.2141], [-3.6848, -0.8717, 4.7422], [-3.1120, -1.7020, 3.7999], [-1.8516, -1.3989, 3.2807], [-1.1621, -0.2394, 3.7218], [-1.7422, 0.5487, 4.7215], [-1.1460, -2.2416, 2.3255], [-1.7256, -3.3704, 1.7020], [-0.9885, -4.1188, 0.8339], [0.3685, -3.7984, 0.6093], [1.1883, -4.4989, -0.2910], [2.5042, -4.1524, -0.4467], [3.0535, -3.1052, 0.3070], [2.2788, -2.3976, 1.1869], [0.9088, -2.6972, 1.3211], [0.1285, -1.9100, 2.1005], [-3.4406, 0.8749, 5.9606], [-4.6689, -1.1090, 5.1198], [-3.6512, -2.5763, 3.4557], [-1.2220, 1.4337, 5.0940], [-2.7609, -3.6076, 1.8972], [-1.4285, -4.9616, 0.3184], [0.7548, -5.3130, -0.8561], [3.1298, -4.6928, -1.1432], [4.0956, -2.8451, 0.1941], [2.7208, -1.6081, 1.7898], [1.4329, 5.0733, -1.3745], [0.9168, 3.2333, -1.0832], [-1.0527, 3.3853, -1.1240], [-1.7736, 2.0452, -1.0963], [-2.2320, 0.9409, 0.6577], [-3.4332, -0.1938, -0.2530], [0.9489, 5.6943, -0.6264], [1.1590, 5.3545, -2.3876], [2.5100, 5.1096, -1.2026], [-1.2976, 3.8793, -2.0713], [-1.3641, 4.0392, -0.2970], [-1.2669, 1.2993, -1.7389], [-2.7989, 2.1825, -1.4677], [-4.3980, 0.3130, -0.3180], [-3.5579, -1.1268, 0.3069], [-3.0640, -0.4221, -1.2571], [1.5135, 1.7487, -4.2577], [1.6902, 0.2369, -4.3304], [0.3466, -0.4595, -4.5346], [2.4574, -0.3202, -3.1164], [1.7275, -0.2844, -1.8817], [2.0131, 0.3352, -0.7280], [1.0767, -0.0029, 0.1382], [0.2356, -0.8177, -0.5102], [0.6192, -0.9919, -1.7030], [1.1739, 2.1292, -5.2167], [2.4434, 2.2476, -3.9941], [0.7642, 2.0217, -3.5158], [2.3282, 0.0067, -5.1886], [-0.3366, -0.2416, -3.7163], [0.4599, -1.5403, -4.5935], [-0.1197, -0.1065, -5.4513], [3.3791, 0.2434, -2.9594], [2.6908, -1.3729, -3.3060], [2.8373, 0.9910, -0.5148]],
  "atomic_forces_ev_per_a": [[0.56, 0.39, 0.67], [-0.18, -0.28, -0.25], [1.11, 0.61, 0.90], [0.30, 4.79, 1.02], [1.30, 0.02, 0.87], [0.00, -0.12, -0.18], [0.15, -0.10, 0.00], [-0.15, -0.26, -0.03], [-0.06, -0.13, -0.21], [-0.20, 0.65, 0.80], [-0.31, -0.39, -0.62], [0.47, 0.15, -0.21], [-0.01, -0.64, 0.14], [-0.01, -0.14, -0.17], [-0.13, 0.21, 0.14], [0.21, 0.39, 0.31], [0.19, -0.11, -0.03], [-0.14, -0.21, -0.25], [-0.13, 0.15, 0.18], [0.27, 0.03, 0.08], [0.37, -0.84, -0.45], [-0.67, -1.83, 0.13], [-0.10, 0.09, 0.15], [-0.06, 0.03, 0.06], [-0.06, 0.00, 0.08], [-0.10, -0.16, -0.19], [0.02, -0.02, -0.01], [-0.03, -0.04, -0.04], [0.03, -0.07, -0.03], [0.00, -0.04, -0.04], [0.12, -0.05, 0.03], [-0.20, -0.02, -0.09], [-0.25, -0.09, 0.02], [-0.31, -0.17, 0.34], [0.19, 0.21, 0.49], [-0.43, -1.23, 0.24], [-0.86, 0.40, -1.62], [-0.90, -0.90, -1.07], [0.02, 0.09, -0.02], [0.13, 0.21, 0.00], [-0.17, 0.00, -0.12], [-0.10, -0.12, 0.15], [0.06, -0.20, -0.22], [-0.25, 0.29, 0.28], [0.30, -0.07, 0.06], [0.03, -0.16, -0.09], [0.10, 0.19, -0.05], [-0.10, -0.13, 0.10], [-0.15, -0.23, -0.06], [-0.04, 0.07, 0.16], [0.07, 0.09, -0.10], [0.19, -0.22, -1.03], [0.27, 0.69, 1.14], [-0.38, -0.18, 0.43], [0.28, 0.19, -0.54], [-0.28, -0.17, -0.33], [-0.34, -0.68, -0.57], [0.00, 0.05, -0.18], [0.07, 0.13, 0.02], [0.11, -0.01, 0.00], [0.07, -0.05, 0.03], [-0.02, 0.01, -0.05], [-0.04, -0.09, -0.01], [0.02, 0.02, -0.15], [-0.04, -0.12, 0.00], [0.15, 0.14, 0.06], [0.11, 0.00, -0.10]],
  "lowdin_charge": [0.69, -0.13, -0.17, 0.04, 0.14, -0.11, -0.07, -0.08, -0.04, -0.24, -0.28, -0.10, -0.22, 0.01, 0.02, -0.16, -0.03, -0.08, -0.07, -0.04, -0.24, -0.04, 0.11, 0.10, 0.10, 0.08, 0.11, 0.12, 0.12, 0.10, 0.11, 0.07, -0.41, 0.86, -0.54, -0.42, 0.73, -0.42, 0.02, 0.02, 0.00, 0.07, 0.06, 0.04, 0.06, 0.03, 0.02, 0.03, -0.09, -0.40, -0.08, -0.10, -0.07, -0.15, -0.11, -0.02, 0.10, 0.08, 0.08, 0.01, 0.14, 0.05, 0.08, 0.08, 0.14, 0.13, 0.14]
}